*a*
Below is a 2-piece molecular cluster, C3H2O3 overall, with properties calculated with ωB97M-V/def2-TZVPD.

Properties
Total charge: 0
HOMO-LUMO gap: 9.19 eV
LUMO level: -0.0436 eV
E_HOMO: -0.339 Eh

Last columns: bonded neighbours and bond lengths (Å).
Element x y z (Å)
1 O -2.235 0.158 1.027  C2 1.214
2 C -1.219 0.776 0.779  O1 1.214, C3 1.466, H7 1.112
3 C -0.127 0.177 0.006  C2 1.466, O4 1.281
4 O -0.065 0.448 -1.244  C3 1.281, H8 1.009
5 C 1.696 -1.264 -0.525  O6 1.136
6 O 2.193 -1.938 0.243  C5 1.136
7 H -0.966 1.743 1.267  C2 1.112
8 H 0.724 -0.100 -1.553  O4 1.009

*b*
Below is one molecule with the formula C3H2O3, with properties calculated with ωB97M-V/def2-TZVPD.

Properties
SMILES: O=CC(=O)C=O
Total charge: 0
HOMO-LUMO gap: 8.68 eV
LUMO level: -1.3657 eV
E_HOMO: -0.369 Eh

Last columns: bonded neighbours and bond lengths (Å).
Element x y z (Å)
1 O -2.081 0.329 0.881  C2 1.203
2 C -0.893 0.510 0.812  O1 1.203, C3 1.534, H7 1.107
3 C -0.143 0.281 -0.507  C2 1.534, O4 1.206, C5 1.525
4 O -0.448 0.830 -1.536  C3 1.206
5 C 1.014 -0.710 -0.453  C3 1.525, O6 1.206, H8 1.106
6 O 1.287 -1.285 0.572  C5 1.206
7 H -0.289 0.860 1.671  C2 1.107
8 H 1.551 -0.859 -1.409  C5 1.106

Energies, relative to the best one, in eV: *a* 1.886; *b* 0.000.

*a*
Below is a 2-piece molecular cluster, C4H3N2 overall, with properties calculated with ωB97M-V/def2-TZVPD.

Properties
Total charge: +1
HOMO-LUMO gap (spin up / spin down): 8.55 / 7.14 eV
LUMO level (spin up / spin down): -7.5516 / -8.0567 eV
E_HOMO (spin up / spin down): -0.592 / -0.559 Eh

Last columns: bonded neighbours and bond lengths (Å).
Element x y z (Å)
1 C -3.264 -1.899 1.667  N5 1.144
2 C -1.894 -0.082 -1.051  C3 1.231, H7 1.065
3 C -0.745 -0.113 -0.611  C2 1.231, N6 1.283
4 C 1.548 0.421 0.207  N6 1.248, H8 1.030, H9 1.173
5 N -2.782 -1.308 0.814  C1 1.144
6 N 0.366 0.075 0.002  C3 1.283, C4 1.248
7 H -2.932 -0.175 -1.269  C2 1.065
8 H 1.919 0.250 1.153  C4 1.030
9 H 2.103 1.198 -0.475  C4 1.173

*b*
Below is an isolated ion of composition C4H3N2 and charge +1, with properties calculated with ωB97M-V/def2-TZVPD.

Properties
SMILES: C=[N+]=C=CC#N
Total charge: +1
HOMO-LUMO gap: 9.44 eV
LUMO level: -6.9498 eV
E_HOMO: -0.602 Eh

Last columns: bonded neighbours and bond lengths (Å).
Element x y z (Å)
1 C -0.927 0.778 0.285  N2 1.231, H7 1.135, H8 1.104
2 N -0.018 0.185 -0.297  C1 1.231, C3 1.191
3 C 0.755 -0.681 -0.563  N2 1.191, C4 1.267
4 C 1.646 -1.475 -0.990  C3 1.267, C5 1.805, H9 1.079
5 C 1.709 -1.034 -2.740  C4 1.805, N6 1.125
6 N 1.564 -0.800 -3.831  C5 1.125
7 H -1.049 0.687 1.409  C1 1.135
8 H -1.613 1.484 -0.215  C1 1.104
9 H 2.296 -2.327 -0.863  C4 1.079

Energies, relative to the best one, in eV: *a* 3.215; *b* 0.000.

*a*
Below is an isolated ion of composition C5H8NO2 and charge +1, with properties calculated with ωB97M-V/def2-TZVPD.

Properties
SMILES: O=[N+](O)[C@@H]1C=CCC1
Total charge: +1
HOMO-LUMO gap: 8.37 eV
LUMO level: -6.3243 eV
E_HOMO: -0.540 Eh

Last columns: bonded neighbours and bond lengths (Å).
Element x y z (Å)
1 O 2.715 -0.662 0.717  N2 1.179
2 N 2.205 0.159 0.041  O1 1.179, O3 1.304, C4 1.523
3 O 2.845 1.293 -0.035  N2 1.304, H9 0.959
4 C 0.994 0.003 -0.868  N2 1.523, C5 1.533, C8 1.476, H10 1.010
5 C 0.101 1.184 -0.473  C4 1.533, C6 1.328, H11 1.073
6 C -0.820 0.798 0.403  C5 1.328, C7 1.485, H12 1.085
7 C -0.834 -0.680 0.547  C6 1.485, C8 1.590, H13 1.107, H14 1.085
8 C 0.266 -1.217 -0.467  C4 1.476, C7 1.590, H15 1.178, H16 1.111
9 H 2.498 1.961 -0.629  O3 0.959
10 H 1.549 -0.003 -1.712  C4 1.010
11 H 0.016 2.164 -0.902  C5 1.073
12 H -1.616 1.381 0.853  C6 1.085
13 H -0.736 -1.237 1.498  C7 1.107
14 H -1.812 -0.913 0.140  C7 1.085
15 H 1.001 -2.037 -0.048  C8 1.178
16 H -0.312 -1.570 -1.348  C8 1.111

*b*
Below is an isolated ion of composition C5H8NO2 and charge +1, with properties calculated with ωB97M-V/def2-TZVPD.

Properties
Total charge: +1
HOMO-LUMO gap: 7.15 eV
LUMO level: -4.7767 eV
E_HOMO: -0.438 Eh

Last columns: bonded neighbours and bond lengths (Å).
Element x y z (Å)
1 C -1.552 -0.490 -1.934  C2 1.341, C3 1.418, H9 1.100
2 C -0.477 -1.105 -1.422  C1 1.341, C4 1.411, H10 1.055
3 C -2.169 0.696 -1.461  C1 1.418, O7 1.175
4 C 0.317 -0.618 -0.362  C2 1.411, C5 1.578, H11 1.090, H12 1.074
5 C -0.421 0.455 0.530  C4 1.578, N6 1.506, O8 1.478
6 N 0.446 1.471 1.226  C5 1.506, H13 1.075, H14 0.967, H15 1.103
7 O -2.984 1.535 -1.352  C3 1.175
8 O -1.127 -0.059 1.722  C5 1.478, H16 0.962
9 H -1.940 -0.866 -2.892  C1 1.100
10 H -0.161 -1.928 -2.002  C2 1.055
11 H 0.272 -1.465 0.322  C4 1.090
12 H 1.345 -0.570 -0.669  C4 1.074
13 H -0.221 2.019 1.867  N6 1.075
14 H 0.880 2.113 0.647  N6 0.967
15 H 0.944 0.825 1.968  N6 1.103
16 H -2.047 -0.083 1.440  O8 0.962

Energies, relative to the best one, in eV: *a* 0.893; *b* 0.000.